97
Properties=species:S:1:pos:R:3:lowdin_spin:R:1 method="wB97M-V/def2-TZVPD" charge=+3 total_energy_ev=-215394.0374 s_squared=6.0277 relative_energy_kj_mol=69.4 spin_multiplicity=5 orbital_gap_ev="8.247 / 4.710" e_lumo_ev="-6.606 / -10.152"
Pd 0.548 -0.029 -1.372 1.486
Se 4.958 2.841 2.601 0.646
Ge 6.858 1.516 4.893 0.056
S -1.652 7.207 -1.188 0.000
S -6.981 -0.081 -1.197 -0.007
S 2.854 -3.672 0.455 0.005
O -1.247 -1.081 -0.668 0.126
O -7.327 0.589 0.004 0.013
O -7.170 0.338 -2.524 0.016
O -2.658 0.581 -1.131 0.002
N -1.324 6.226 0.008 0.000
N 0.206 1.640 -0.019 0.112
N 1.708 -1.444 -0.103 0.056
N -1.727 6.189 -2.407 0.000
N -5.443 -0.535 -1.046 0.088
N 3.063 -1.192 -0.227 0.008
N -0.346 1.520 -2.615 0.075
N 0.221 -3.155 0.286 0.001
N 1.770 -1.421 -3.088 0.033
C -0.651 2.664 -2.010 0.008
C 6.286 3.622 1.358 0.052
C 5.592 0.023 5.168 0.006
C -8.038 -2.352 -2.320 0.042
C 6.029 -0.906 -0.318 0.001
C -3.455 -1.142 0.320 0.009
C 1.850 -2.447 -3.559 0.010
C -1.220 3.731 -2.676 0.002
C 1.436 -2.680 0.204 0.008
C 7.458 2.242 6.665 0.025
C 5.297 -2.203 0.098 0.001
C -8.675 -1.987 0.041 0.056
C -1.386 5.009 -1.920 0.001
C -4.841 -0.422 0.277 0.008
C -1.185 4.991 -0.511 0.001
C -0.811 3.802 0.185 0.003
C -1.569 3.499 -4.043 -0.001
C -1.409 2.273 -4.610 0.003
C 3.773 -2.239 -0.022 0.004
C -9.697 -2.902 -0.092 0.081
C 0.327 1.557 1.253 0.011
C -9.054 -3.236 -2.449 0.077
C -0.747 1.288 -3.852 0.007
C -11.027 -4.588 -1.358 0.050
C -9.938 -3.557 -1.337 0.248
C -0.112 2.553 2.076 0.005
C -0.728 3.681 1.530 -0.003
C -0.377 2.719 -0.594 0.009
C -2.372 -0.490 -0.564 0.009
C 1.918 -3.780 -4.258 0.001
C 5.648 3.031 4.320 0.157
C 3.003 -4.733 -3.786 0.000
C 8.258 1.257 3.495 0.002
C -7.884 -1.636 -1.091 0.291
H -11.421 -4.912 -2.339 0.003
H -1.721 2.120 -5.652 0.000
H -0.433 0.311 -4.241 0.001
H -7.536 -2.027 -3.231 -0.001
H 0.864 0.673 1.587 0.002
H -1.093 4.497 2.169 0.000
H -3.544 -2.186 0.194 0.000
H 7.826 0.933 2.558 0.002
H -11.866 -4.216 -0.766 0.007
H 5.000 -0.141 4.312 0.002
H 4.773 3.157 4.987 0.009
H -1.942 4.351 -4.595 0.000
H 6.074 -0.130 0.492 0.001
H 7.258 3.349 1.706 0.006
H 3.961 -4.247 -3.909 0.000
H 5.598 -2.412 1.100 0.000
H 5.616 -0.441 -1.164 0.000
H 6.583 2.261 7.367 0.001
H 5.006 0.190 6.048 0.000
H -0.098 2.352 3.147 0.001
H 9.013 0.449 3.761 0.000
H 0.071 -4.037 0.760 0.000
H -4.828 -0.340 -1.818 0.002
H 2.802 -4.995 -2.729 0.000
H 6.200 -0.908 5.375 0.001
H 6.099 3.167 0.409 0.000
H 0.942 -4.283 -4.160 0.001
H 8.144 1.477 7.120 0.005
H 6.251 3.938 4.289 0.012
H -3.033 -0.899 1.299 0.000
H 5.668 -2.992 -0.582 0.000
H 6.097 4.678 1.453 0.015
H 2.977 -5.610 -4.420 0.000
H -8.447 -1.519 1.004 0.001
H 7.089 -1.123 -0.476 0.000
H -5.502 -0.812 1.038 0.001
H -9.158 -3.712 -3.438 0.001
H -4.583 0.626 0.304 0.003
H 7.930 3.248 6.650 0.000
H -10.363 -3.147 0.705 0.001
H -10.569 -5.489 -0.898 0.024
H 8.838 2.199 3.484 0.000
H -0.553 -2.540 0.171 0.000
H 1.996 -3.535 -5.352 0.000

=====

21
Properties=species:S:1:pos:R:3:mulliken_charge:R:1 method="wB97M-V/def2-TZVPD" total_energy_ev=-29560.4214 relative_energy_kj_mol=671.7 orbital_gap_ev=3.583 e_lumo_ev=-4.497
S 1.829 0.990 -1.456 0.024
S -1.964 -1.109 0.830 -0.252
O 0.275 -2.374 0.310 -0.535
N -1.228 1.719 1.955 -0.646
C 1.772 -0.108 -2.923 -0.728
C 0.683 0.278 1.506 -1.274
C -1.153 0.196 -0.143 -0.299
C -0.293 1.154 0.796 0.004
H 0.251 -3.115 -0.323 0.293
H -0.686 -2.181 0.504 0.275
H 0.798 -0.445 -3.300 0.293
H 1.357 -0.271 0.882 0.383
H 1.316 1.011 2.080 0.325
H 2.479 0.394 -3.793 0.271
H 2.268 -1.066 -2.599 0.254
H 0.360 -0.432 2.238 0.432
H -1.922 2.338 1.607 0.229
H -0.498 -0.209 -0.921 -0.046
H -1.824 0.808 -0.749 0.409
H -1.648 0.873 2.486 0.270
H 0.254 2.048 0.323 0.317

=====

10
Properties=species:S:1:pos:R:3:mulliken_charge:R:1 method="wB97M-V/def2-TZVPD" charge=-1 total_energy_ev=-67110.8639 relative_energy_kj_mol=0.0 orbital_gap_ev=7.568 e_lumo_ev=3.026
Cl 2.286 -0.399 0.568 -0.181
Cl -0.162 0.937 2.976 -0.431
Cl 1.571 2.745 1.210 -0.119
Cl -1.211 1.935 0.348 -0.088
S 0.941 1.156 -2.109 0.711
O -0.421 0.840 -2.457 -0.501
O 1.876 0.163 -2.588 -0.508
C 0.366 1.453 0.885 0.313
C 0.759 0.353 0.082 -0.667
H -0.120 -0.203 -0.265 0.471

=====

21
Properties=species:S:1:pos:R:3:mulliken_charge:R:1 method="wB97M-V/def2-TZVPD" total_energy_ev=-25768.9056 smiles="C[C@]12NC(=O)NC(=O)N1CCS2" relative_energy_kj_mol=0.0 orbital_gap_ev=10.046 e_lumo_ev=0.541
S -1.935 0.887 -0.634 -0.155
O 1.603 -2.451 0.544 -0.624
O 0.949 1.098 3.163 -0.580
N 0.297 -0.722 -0.395 -0.004
N -0.142 1.021 1.257 -0.077
N 1.615 -0.442 1.506 -0.147
C 0.869 0.591 2.103 0.289
C 1.087 -1.356 0.544 0.443
C -2.047 -0.925 -0.774 -0.467
C -0.185 0.760 -0.122 0.347
C -0.656 -1.341 -1.300 -0.856
C 0.650 1.721 -1.023 -1.271
H -0.525 -0.717 -2.176 0.264
H 2.373 -0.846 2.169 0.326
H 0.516 1.311 -1.986 0.373
H -0.873 1.735 1.489 0.296
H -2.921 -1.198 -1.364 0.458
H -0.384 -2.377 -1.338 0.447
H -2.068 -1.230 0.290 0.273
H 1.712 1.783 -0.839 0.329
H 0.064 2.697 -1.115 0.337

=====

18
Properties=species:S:1:pos:R:3:mulliken_charge:R:1 method="wB97M-V/def2-TZVPD" total_energy_ev=-8888.9184 relative_energy_kj_mol=1233.0 orbital_gap_ev=3.208 e_lumo_ev=-4.161
O -2.044 -3.370 -0.135 -0.760
N 0.365 -1.352 0.866 -0.531
C 1.920 2.150 -0.361 -0.611
C 0.687 1.552 -0.046 0.878
C -0.495 1.914 0.605 -0.528
C -0.864 -1.057 0.150 -0.531
C 1.196 0.620 -0.925 -0.905
H 1.024 0.609 -1.998 0.291
H 1.205 -0.951 0.438 0.272
H 0.512 -2.356 0.916 0.298
H -1.071 0.010 -0.066 0.055
H 1.854 3.074 -0.939 0.278
H -0.516 2.200 1.652 0.288
H -1.399 2.158 0.036 0.306
H -2.688 -4.089 -0.016 0.214
H 2.771 1.802 0.204 0.271
H -0.722 -1.325 -0.908 0.335
H -1.737 -1.588 0.526 0.379

=====

16
Properties=species:S:1:pos:R:3:mulliken_charge:R:1 method="wB97M-V/def2-TZVPD" total_energy_ev=-7390.2483 relative_energy_kj_mol=435.8 orbital_gap_ev="7.005 / 8.379" e_lumo_ev="0.559 / 0.849"
O -0.855 0.820 0.520 -0.343
C -1.218 -1.449 1.037 -1.250
C 0.587 -0.714 -0.778 -0.217
C 1.045 0.320 -1.631 -0.960
C 0.212 1.776 0.575 -0.709
C -0.344 -0.406 0.428 0.406
H -2.202 -1.543 0.560 0.311
H 0.085 2.319 1.510 0.273
H 1.304 -1.500 -0.525 0.246
H -1.388 -1.157 2.080 0.343
H 0.345 1.021 -2.071 0.398
H 1.143 1.208 0.621 0.397
H 0.186 2.456 -0.279 0.218
H -0.288 -1.210 -1.268 0.247
H -0.714 -2.422 1.025 0.325
H 2.102 0.480 -1.803 0.317